22
Properties=species:S:1:pos:R:3:forces:R:3 method="wB97M-V/def2-TZVPD" e_lumo_ev=-3.08 gap_ev=11.0812 total_energy_ha=-441.0269 max_force_ev_per_a=2.18 charge=+1 de_lowest_kcal_mol=19.74 homo_energy_ev=-14.16
O -2.350500 -0.970445 -0.619508 -0.05 0.35 -0.27
C -1.711666 -1.509692 0.230307 0.00 -0.74 0.86
C -0.695050 -0.764437 1.111170 0.67 0.97 -0.67
N -0.039626 0.207881 0.164714 0.23 1.69 0.01
C -0.584747 1.664932 0.199581 0.23 -1.48 -1.58
C 0.377042 -1.672289 1.724668 -1.21 -0.15 -1.11
H -1.788016 -2.601682 0.414027 -0.08 0.16 0.05
H -1.209431 -0.081468 1.805368 0.02 -0.82 0.19
H 0.970377 0.355588 0.326539 -0.43 -0.59 0.03
H -0.141302 -0.057931 -0.868309 0.09 0.06 0.97
H -1.161594 1.962480 1.052422 0.00 -0.42 0.74
H -1.244131 1.637905 -0.669648 0.10 0.80 0.13
H 0.310678 2.257295 0.070615 -0.25 0.46 -0.19
H 0.628177 -2.406352 0.945854 -0.02 -0.17 0.42
H -0.085893 -2.154696 2.582787 0.56 -0.16 0.14
H 1.291916 -1.135511 1.917744 0.10 0.20 0.64
H 0.332753 -0.403919 -3.082787 0.02 0.12 0.32
H -1.110324 0.019135 -2.965049 -0.60 0.05 0.03
O -0.305875 -0.037878 -2.450518 0.65 -0.24 -0.83
H 2.732569 2.180357 -1.377728 0.15 -0.07 0.34
H 3.225807 1.860470 0.075296 0.14 0.18 -0.30
O 2.558834 1.650256 -0.587544 -0.33 -0.20 0.08


21
Properties=species:S:1:pos:R:3:forces:R:3 method="wB97M-V/def2-TZVPD" e_lumo_ev=-3.11 gap_ev=9.4479 total_energy_ha=-688.7231 max_force_ev_per_a=2.69 charge=+1 de_lowest_kcal_mol=24.84 homo_energy_ev=-12.55
C 0.160925 -0.963991 1.144905 0.67 -1.51 1.71
C 1.659380 -0.816149 0.729698 -2.33 1.09 0.07
C 1.804298 0.405746 -0.152834 0.49 2.34 -1.24
S 0.399398 1.087773 -1.270951 1.55 -0.75 0.73
C 0.276598 -0.229848 -2.456963 0.64 -1.07 -1.28
N -0.509329 0.288518 1.677737 0.84 0.83 -2.15
H -0.467278 -1.359441 0.331536 0.18 0.40 0.45
H 0.137027 -1.649798 2.032153 -0.22 0.19 -1.07
H 1.974574 -1.735557 0.260608 0.08 -0.25 -0.04
H 2.199066 -0.636031 1.651327 0.55 -0.17 0.00
H 2.789400 0.460519 -0.696981 -1.13 -0.20 0.41
H 1.767822 1.328155 0.442721 0.69 -0.30 0.45
H 0.776247 -0.070621 -3.497492 -1.01 -0.05 2.01
H -0.769321 -0.492844 -2.513768 -0.32 0.09 -0.69
H 0.715645 -1.114829 -1.970953 0.13 0.24 -0.45
H -0.213118 0.702134 2.548875 0.08 -0.67 0.79
H -0.245934 1.026652 0.991885 -0.70 -0.32 -0.07
H -1.525359 0.140673 1.582885 -0.16 0.05 0.20
H -3.528312 -1.304353 0.625717 0.42 0.37 -0.37
H -3.604833 -0.662154 1.945781 0.17 0.45 -0.12
O -3.144250 -0.544050 1.095745 -0.64 -0.77 0.65


21
Properties=species:S:1:pos:R:3:forces:R:3 method="wB97M-V/def2-TZVPD" e_lumo_ev=-3.05 gap_ev=9.2397 total_energy_ha=-688.7501 max_force_ev_per_a=1.38 charge=+1 de_lowest_kcal_mol=7.89 homo_energy_ev=-12.29
C 1.016792 -0.962957 1.406239 0.68 -0.20 -0.99
C -0.258429 -0.211909 1.758884 1.04 0.77 -0.20
C -0.792991 0.757941 0.678273 -0.15 -0.72 0.43
S -1.831910 -0.167223 -0.477956 -0.38 0.05 -0.04
C -2.693260 1.115535 -1.475147 0.84 -1.08 0.21
N 1.018396 -1.468144 -0.044489 -0.03 -0.05 0.57
H 1.916220 -0.358908 1.494628 -0.05 0.17 0.00
H 1.194094 -1.868920 1.970836 -0.28 0.04 0.51
H 0.033724 0.482631 2.550423 -0.12 -0.47 0.40
H -0.970138 -0.926573 2.125557 -0.72 -0.02 0.13
H 0.054214 1.237794 0.193942 -0.04 0.27 -0.13
H -1.390870 1.484966 1.225039 -0.05 0.19 -0.33
H -3.552044 0.590957 -1.886070 -0.04 0.19 -0.07
H -2.009235 1.426876 -2.256452 -0.23 0.35 -0.08
H -2.995632 1.902620 -0.807879 -0.16 0.38 0.06
H 1.588889 -2.312441 -0.126671 -0.29 0.02 0.00
H 0.040771 -1.640742 -0.297495 0.07 -0.18 -0.48
H 1.423435 -0.784262 -0.700751 -0.01 0.33 0.09
H 3.241135 0.982686 -1.325712 0.14 0.08 -0.02
H 2.493445 0.276425 -2.475840 0.12 0.15 -0.15
O 2.473391 0.443642 -1.529362 -0.32 -0.27 0.09


21
Properties=species:S:1:pos:R:3:forces:R:3 method="wB97M-V/def2-TZVPD" e_lumo_ev=-7.09 gap_ev=6.5283 total_energy_ha=-688.5177 max_force_ev_per_a=4.15 charge=+1 de_lowest_kcal_mol=153.74 homo_energy_ev=-13.62
C -0.845476 -0.605927 -1.562255 2.33 0.15 -0.93
C 0.080818 -0.168273 -0.334549 -3.55 -0.08 -2.14
C 1.035642 0.994298 -0.560536 2.14 -0.26 -1.22
C 2.257718 0.775086 0.375621 -0.48 1.32 0.42
S 2.853253 -0.914886 0.207776 2.13 0.14 0.68
N -0.573096 -0.075710 0.908880 0.72 -0.36 1.19
H -1.653064 0.089080 -1.854213 0.17 -0.39 0.87
H -1.111713 -1.669033 -1.466013 -0.71 0.64 0.17
H -0.173311 -0.596244 -2.461918 -0.48 -0.01 0.62
H 1.100932 -1.058358 -0.109796 -1.23 -2.70 -0.39
H 1.559729 0.989426 -1.559051 -1.38 -0.08 0.46
H 0.502470 1.999241 -0.413018 0.60 -1.60 0.08
H 1.877593 0.968878 1.378405 0.57 -0.14 0.20
H 3.092686 1.421629 0.098760 -0.40 0.20 0.20
H 0.581543 -2.112473 -0.529945 0.40 3.54 0.78
H -1.463662 0.416538 0.983227 0.05 -0.43 -0.62
H 3.898503 -0.825127 1.106011 -0.83 -0.09 -0.46
H -0.558704 -0.909914 1.475149 -0.22 0.09 0.08
H -4.417761 -0.266618 1.755238 0.01 0.40 -0.04
H -4.042907 1.225005 1.449159 -0.32 -0.19 0.20
O -4.001203 0.323375 1.113076 0.47 -0.14 -0.15


21
Properties=species:S:1:pos:R:3:forces:R:3 method="wB97M-V/def2-TZVPD" e_lumo_ev=-3.19 gap_ev=9.3092 total_energy_ha=-688.7460 max_force_ev_per_a=1.92 charge=+1 de_lowest_kcal_mol=10.51 homo_energy_ev=-12.50
C -0.773978 -0.314770 -0.216919 0.13 -0.32 -0.32
C 0.218038 -0.030552 -1.346492 0.04 0.79 0.32
C 1.343906 0.920667 -0.905425 0.48 -0.35 -1.14
S 2.313995 0.355595 0.522025 -0.08 -0.02 0.47
C 2.656138 -1.413880 0.092461 -0.53 1.58 -0.96
N -0.881542 0.820176 0.753196 -0.52 -0.27 0.04
H -0.392217 -1.168260 0.336685 -0.21 0.06 0.34
H -1.783635 -0.552187 -0.546542 0.10 0.00 -0.15
H 0.639938 -0.983648 -1.651494 -0.06 -0.01 -0.23
H -0.263184 0.437166 -2.206266 -0.13 -0.18 -0.05
H 2.027716 1.083754 -1.745390 0.01 -0.43 -0.01
H 0.976643 1.945484 -0.798232 -0.02 -0.11 0.77
H 3.462302 -1.756833 0.725365 -0.17 -0.19 0.22
H 1.713638 -1.939366 0.137195 0.17 -0.60 0.40
H 2.975951 -1.396903 -0.949748 0.24 -0.21 0.08
H -1.062748 1.710138 0.285185 0.52 -0.02 0.04
H -0.005454 0.813094 1.299200 -0.06 0.46 -0.04
H -1.719277 0.673368 1.344034 0.11 -0.28 0.29
H -3.944382 0.806747 1.009049 -0.80 -0.39 0.34
H -4.018225 -0.317314 2.174048 -0.61 0.03 -0.17
O -3.483621 0.307523 1.688073 1.39 0.47 -0.24


21
Properties=species:S:1:pos:R:3:forces:R:3 method="wB97M-V/def2-TZVPD" e_lumo_ev=-5.28 gap_ev=8.2059 total_energy_ha=-688.5856 max_force_ev_per_a=4.80 charge=+1 de_lowest_kcal_mol=111.12 homo_energy_ev=-13.49
C 0.505918 1.049312 1.501310 0.40 1.07 -0.26
C -0.127981 0.463033 0.232701 1.12 -2.27 4.08
C -0.857084 -0.935723 0.599871 -0.12 0.67 -2.45
C -1.944459 -1.248738 -0.536707 1.31 -1.85 1.13
S -2.858530 0.150466 -1.072944 -1.46 0.25 -0.55
N 0.595213 0.606107 -0.982088 -2.78 0.61 0.62
H 1.332319 0.455854 1.872179 0.10 -0.52 -0.24
H 0.964918 2.002459 1.224262 -0.09 0.10 0.16
H -0.145522 1.232006 2.363659 -0.23 -0.21 -0.35
H -1.329738 0.893266 0.042613 -1.25 0.88 -0.58
H -1.416721 -0.878773 1.542280 0.58 0.37 -0.05
H -0.135196 -1.774905 0.628571 -0.17 0.66 -0.01
H -1.509263 -1.794218 -1.388178 0.09 0.70 0.14
H -2.601880 -2.000587 -0.094750 -0.17 0.22 -0.09
H -1.430539 1.442636 0.659914 1.38 -0.48 -0.97
H 1.476415 0.113637 -0.928579 0.45 0.00 -0.28
H -3.779797 0.094127 -0.082322 0.13 0.15 -0.27
H 0.596975 1.594327 -1.236935 0.93 -0.43 -0.10
H 4.355097 -1.185972 -1.792531 -0.08 0.05 0.04
H 4.454034 0.235778 -1.238450 0.07 -0.04 -0.02
O 3.855824 -0.514090 -1.313874 -0.20 0.07 0.05


21
Properties=species:S:1:pos:R:3:forces:R:3 method="wB97M-V/def2-TZVPD" e_lumo_ev=-3.17 gap_ev=9.4618 total_energy_ha=-1011.6983 max_force_ev_per_a=0.69 charge=+1 de_lowest_kcal_mol=0.00 homo_energy_ev=-12.63
C 1.240317 -1.912037 2.042868 0.15 -0.20 0.07
C 0.661917 -2.706445 0.894385 -0.25 -0.08 -0.47
N -0.167692 -1.790005 0.004968 0.26 -0.08 0.63
H 2.008992 -2.506588 2.533666 -0.02 -0.07 0.00
H 1.731515 -1.007067 1.681746 -0.10 0.06 0.08
H 0.493048 -1.675778 2.800582 -0.02 0.17 -0.12
H 1.421848 -3.144812 0.251340 0.09 0.11 0.02
H -0.004193 -3.506622 1.202371 0.01 -0.05 0.15
H -1.005473 -1.484503 0.505381 -0.09 0.03 -0.15
H -0.451475 -2.201910 -0.884219 0.05 -0.02 0.06
H 0.369577 -0.925014 -0.156500 -0.10 0.19 -0.23
C -2.471587 2.531916 -0.853291 -0.11 -0.50 0.02
S -1.511647 0.996953 -0.897385 0.20 0.10 0.08
S 0.276572 1.545737 -0.037221 -0.11 -0.07 -0.19
C 1.224645 2.231823 -1.432475 -0.06 -0.02 0.17
H -2.540841 2.897524 0.163820 0.08 0.16 0.02
H -2.052067 3.240842 -1.548531 0.16 0.32 -0.01
H -3.461369 2.258816 -1.206807 -0.16 -0.04 -0.02
H 0.538213 2.742121 -2.102672 0.06 -0.03 -0.05
H 1.917332 2.958938 -1.016070 0.03 0.03 0.05
H 1.782368 1.456112 -1.945955 -0.06 -0.02 -0.12


34
Properties=species:S:1:pos:R:3:forces:R:3 method="wB97M-V/def2-TZVPD" e_lumo_ev=-6.45 gap_ev=6.1077 total_energy_ha=-3970.7414 max_force_ev_per_a=4.08 charge=+1 de_lowest_kcal_mol=12.49 homo_energy_ev=-12.56
O 1.330225 -3.516549 3.464888 0.09 -0.89 -0.45
V 0.119247 -2.563679 3.486837 -1.04 1.45 3.67
O -0.777848 -2.910894 4.788761 1.33 0.16 -2.54
O -4.334397 -0.194362 2.012355 1.75 0.58 -1.18
V -2.992918 0.176402 1.256002 -1.24 0.68 -0.33
O -3.318811 1.179601 0.063774 0.10 -1.39 1.74
O 2.870775 0.752109 1.241470 -2.42 0.14 -0.73
V 1.483781 0.723340 0.431983 2.42 -0.43 -1.78
O 1.577062 1.886569 -0.625706 -0.24 -1.15 1.36
C -0.527437 -0.717734 1.654365 1.48 0.42 0.10
O 0.646394 -1.206568 1.772027 0.05 -0.70 0.71
O -1.435556 -0.984140 2.480711 -1.45 -0.83 0.19
O -0.730787 0.139031 0.745368 -0.15 1.26 -0.75
O 1.383142 -3.395255 -0.019245 -0.07 0.30 0.12
H 0.774850 -4.138265 0.071895 0.17 0.02 -0.17
H 1.304063 -2.868248 0.787616 0.10 -0.32 0.06
O 1.979530 -0.921740 -1.071791 -0.22 0.48 0.71
H 2.784522 -0.894077 -1.609547 -0.11 0.33 0.14
H 1.851382 -1.867240 -0.839661 -0.20 0.02 -0.03
O 1.152086 -1.103247 4.745883 -0.06 0.52 -0.60
H 1.355316 -1.122037 5.692029 -0.29 -0.38 -0.12
H 1.569230 -0.301415 4.397621 0.06 -0.27 -0.06
C 0.130837 2.942290 -3.518434 0.26 -0.77 -0.27
C -1.085615 2.208013 -2.957425 0.56 0.69 -0.48
C -0.832109 0.714269 -2.748263 0.30 -0.09 0.37
O -1.368745 2.874315 -1.718735 -0.27 -0.32 0.02
H 0.912602 2.929599 -2.761250 -0.02 0.42 0.12
H -0.108300 3.939816 -3.875116 0.01 0.14 0.33
H 0.570300 2.404313 -4.365411 -0.31 -0.05 -0.05
H -1.898551 2.371800 -3.672127 -0.22 -0.16 0.23
H -0.931577 0.518061 -1.676392 -0.26 -0.20 -0.15
H 0.192054 0.416323 -2.984242 0.00 0.16 -0.17
H -1.495293 0.068671 -3.321367 -0.12 0.03 0.08
H -2.149440 2.460940 -1.328881 0.02 0.16 -0.11


21
Properties=species:S:1:pos:R:3:forces:R:3 method="wB97M-V/def2-TZVPD" e_lumo_ev="3.11 / 3.14" gap_ev="2.2226 / 9.4333" total_energy_ha=-709.4234 max_force_ev_per_a=1.15 s2=0.75 multiplicity=2 charge=-1 de_lowest_kcal_mol=0.84 homo_energy_ev="0.89 / -6.30"
C -2.198308 -1.895787 1.258259 -0.45 -0.97 -0.42
C -1.776748 -0.554182 1.780972 -0.30 0.89 -0.37
C -0.376501 -0.182949 1.325004 0.22 -0.47 0.38
C 0.090852 1.196473 1.753765 0.12 0.34 -0.45
S 1.891575 1.328715 1.969147 -0.02 -0.06 -0.08
H -3.214368 -2.145226 1.569597 0.02 -0.10 0.22
H -1.546477 -2.757105 1.473351 -0.02 0.45 0.35
H -2.249888 -1.875156 0.173191 0.10 0.15 -0.27
H -2.474553 0.177628 1.346882 0.02 0.00 0.14
H -1.906233 -0.452333 2.863053 0.26 -0.19 0.03
H 0.296511 -0.949122 1.715542 0.19 0.07 0.07
H -0.305765 -0.268943 0.238014 -0.04 0.06 -0.03
H -0.241453 1.945583 1.025972 0.09 -0.10 0.09
H -0.306054 1.510981 2.710881 -0.21 -0.13 0.33
H 2.225705 0.699689 0.831277 0.03 0.08 -0.08
H 1.227765 1.294122 -5.145783 -0.07 0.06 0.05
H 1.686940 0.367200 -4.033469 -0.06 0.01 0.19
O 0.878745 0.779352 -4.395298 -0.03 -0.12 -0.20
H -0.382962 -0.950222 -4.538218 0.41 0.02 0.19
H -1.335139 -2.054541 -4.064318 0.30 0.04 -0.02
O -0.407617 -1.890785 -4.288729 -0.57 -0.03 -0.12


22
Properties=species:S:1:pos:R:3:forces:R:3 method="wB97M-V/def2-TZVPD" e_lumo_ev=0.43 gap_ev=10.6447 total_energy_ha=-890.2967 max_force_ev_per_a=5.46 charge=0 smiles="C[SiH](C)O.C[Si](C)=O" de_lowest_kcal_mol=67.34 homo_energy_ev=-10.21
C 3.523141 0.779462 0.198309 -3.17 2.18 -0.34
Si 1.677938 0.284819 -0.022466 1.39 -0.37 -1.76
C 1.385684 -1.132781 -1.212803 0.83 -0.39 -0.17
O 0.821848 1.555326 -0.539206 0.28 1.14 0.44
H 3.802164 0.405699 1.148134 0.59 0.30 1.14
H 4.077436 0.305927 -0.524501 1.45 -1.11 -1.80
H 3.549651 1.902286 -0.009741 0.32 -1.45 0.86
H 1.222963 -0.261967 1.192299 -0.71 -0.38 1.68
H 2.061276 -1.969046 -1.185904 1.03 -0.30 0.66
H 0.488840 -1.667917 -1.038185 -1.49 -0.14 0.39
H 1.397227 -0.961220 -2.267631 -0.18 0.91 -0.76
H -0.133711 1.646174 -0.604645 0.00 -0.26 -0.58
C -2.259259 1.241892 1.476000 2.43 1.33 -4.70
Si -2.100592 0.225612 -0.169745 -1.94 -1.94 4.02
C -2.663612 -1.596058 -0.093258 1.39 0.96 -1.41
O -1.681552 0.819737 -1.447631 1.04 1.61 -2.77
H -1.628200 0.897247 2.179656 2.26 -1.75 2.50
H -1.864475 2.274214 1.319760 -0.75 -0.58 -0.22
H -3.182616 1.220410 1.858315 -3.71 0.11 1.26
H -3.121403 -1.901313 -1.035994 0.82 0.03 -0.45
H -1.911591 -2.295571 0.263508 0.35 0.02 -0.38
H -3.461149 -1.772924 0.515723 -2.24 0.05 2.39


21
Properties=species:S:1:pos:R:3:forces:R:3 method="wB97M-V/def2-TZVPD" e_lumo_ev=0.38 gap_ev=9.9201 total_energy_ha=-386.4870 max_force_ev_per_a=0.63 charge=0 smiles="C/C=C/C.O.O.O" de_lowest_kcal_mol=24.98 homo_energy_ev=-9.54
C -0.040359 0.273988 0.918782 -0.34 -0.39 0.25
C 0.660798 0.790604 -0.292486 -0.34 0.06 -0.08
C 1.461080 1.838840 -0.304854 0.25 0.58 0.06
C 2.131172 2.466034 -1.494737 -0.24 -0.19 -0.08
H -1.063574 0.653673 0.973155 -0.13 -0.06 -0.15
H 0.401936 0.541126 1.873776 0.38 0.21 -0.04
H -0.100912 -0.815455 0.895892 -0.04 -0.03 0.00
H 0.392871 0.298857 -1.225544 0.15 0.01 -0.04
H 1.665398 2.354828 0.636825 0.00 -0.25 -0.03
H 2.119116 3.548022 -1.386622 0.18 0.11 0.03
H 3.167418 2.124535 -1.551311 0.01 0.17 -0.11
H 1.632134 2.252596 -2.445789 0.08 -0.24 0.18
O -2.549976 -3.431501 -3.364923 0.14 0.25 -0.10
H -3.213494 -3.645923 -2.702470 0.02 0.11 -0.03
H -2.418398 -2.472721 -3.277806 -0.18 -0.41 0.18
O 1.575374 -1.986552 6.054022 -0.10 0.11 -0.17
H 1.284007 -1.912518 5.137181 0.07 -0.07 0.12
H 1.289840 -1.160855 6.458239 0.03 -0.04 0.05
O -2.927563 -0.856286 -1.860348 0.00 -0.04 -0.03
H -2.725902 0.046367 -2.124345 0.00 0.03 0.10
H -2.740956 -0.907661 -0.916639 0.04 0.07 -0.09